(P)
The following is a quantum chemistry calculation of a single C4H7N3O2 molecule, from OMol25.

Its SMILES is C[C@@H]1NN=CN(O)C1=O. The calculation puts the LUMO energy at -0.3 eV.

Geometry as ORCA input:
```
! wB97M-V def2-TZVPD RIJCOSX def2/J DEFGRID3
* xyz 0 1
C 1.22 -0.93 0.91
C 0.36 -1.01 -0.56
C -0.06 1.49 0.35
C -1.08 -0.73 -0.30
H 2.39 -0.67 0.86
H 0.81 0.24 1.28
H 0.80 -1.73 1.65
H 0.74 -2.03 -1.18
H 1.90 0.28 -1.39
H -0.20 2.62 0.57
H -3.03 0.34 0.07
N 0.91 0.24 -1.26
N 1.07 1.49 -0.54
N -1.17 0.67 0.06
O -2.57 1.09 -0.13
O -2.10 -1.36 -0.39
*
```

---

(Q)
The following is a quantum chemistry calculation of a molecular structure, C4H7N3O2, from OMol25.

The calculation puts the LUMO energy at 0.6 eV.

Geometry as ORCA input:
```
! wB97M-V def2-TZVPD RIJCOSX def2/J DEFGRID3
* xyz 0 1
C 1.36 -1.30 1.25
C 1.00 -0.89 -0.27
C 0.01 1.57 0.31
C -0.45 -0.70 -0.32
H 2.35 -1.67 1.30
H 1.34 0.06 1.64
H 0.68 -2.04 1.75
H 0.88 -1.88 -0.98
H 2.29 0.61 -1.82
H -0.33 2.37 0.80
H -2.66 -0.05 -0.07
N 1.37 0.35 -0.95
N 1.21 1.58 -0.13
N -0.81 0.48 0.13
O -2.08 0.67 0.47
O -1.47 -1.46 -0.68
*
```

---

How far above the most stable structure does each one sit? In eV: (P) 0.425; (Q) 0.000.

---

(P)
The following is a quantum chemistry calculation of 5 unconnected molecules or ions with the total composition CH10O6, from OMol25.

Its SMILES is O=CO.O.O.O.O. The calculation puts the LUMO energy at 0.6 eV.

Geometry as ORCA input:
```
! wB97M-V def2-TZVPD RIJCOSX def2/J DEFGRID3
* xyz 0 1
O 0.91 2.26 1.62
C 0.22 2.53 0.68
O -0.40 1.62 -0.07
H -0.12 3.56 0.53
H -0.28 1.80 -1.01
H 0.45 -1.70 -0.98
H -0.14 -2.13 -2.32
O 0.36 -1.43 -1.90
H -0.10 -1.88 1.46
H -0.18 -3.40 1.16
O -0.47 -2.54 0.84
H 0.98 0.12 1.99
H 0.34 -0.31 3.34
O 0.77 -0.64 2.54
H -0.17 0.35 -2.39
H -1.51 0.68 -2.76
O -0.66 1.12 -2.72
*
```

---

(Q)
The following is a quantum chemistry calculation of 5 unconnected molecules or ions with the total composition CH10O6, from OMol25.

Its SMILES is O=CO.O.O.O.O. The calculation puts the LUMO energy at 0.1 eV.

Geometry as ORCA input:
```
! wB97M-V def2-TZVPD RIJCOSX def2/J DEFGRID3
* xyz 0 1
O 0.23 -1.86 2.83
C -0.65 -2.60 2.51
O -0.84 -2.75 1.19
H -1.15 -3.30 3.20
H -0.50 -1.92 0.83
H 1.74 2.88 -1.84
H 0.66 1.64 -1.66
O 1.49 1.94 -2.09
H -3.55 2.10 -2.37
H -2.32 2.83 -2.84
O -2.64 2.02 -2.66
H 1.67 -0.01 2.20
H 1.61 1.34 1.45
O 1.39 0.92 2.32
H 1.64 -1.07 -0.66
H 0.45 -0.76 -1.54
O 0.78 -1.41 -0.88
*
```

---

How far above the most stable structure does each one sit? In eV: (P) 0.000; (Q) 1.096.

---

(P)
The following is a quantum chemistry calculation of a single C3H5NS2 molecule, from OMol25.

Its SMILES is S/N=C\[C@H]1CS1. The calculation puts the LUMO energy at 0.8 eV.

Geometry as ORCA input:
```
! wB97M-V def2-TZVPD RIJCOSX def2/J DEFGRID3
* xyz 0 1
C 0.39 -0.57 0.70
C 0.10 0.74 0.09
C 0.50 1.99 0.76
H -1.92 -3.01 0.17
H 1.40 -0.66 1.21
H -0.84 0.75 -0.57
H -0.14 2.77 0.54
H 1.02 1.95 1.74
N -0.22 -1.62 0.52
S -1.70 -1.77 -0.29
S 1.46 1.55 -0.71
*
```

---

(Q)
The following is a quantum chemistry calculation of a molecular structure, C3H5NS2, from OMol25.

The calculation puts the LUMO energy at -0.2 eV.

Geometry as ORCA input:
```
! wB97M-V def2-TZVPD RIJCOSX def2/J DEFGRID3
* xyz 0 1
C -0.07 0.19 0.37
C 0.82 -0.84 0.07
C -1.46 -0.50 0.01
H 1.06 1.15 -1.50
H 0.61 2.29 0.46
H -0.27 0.45 1.40
H 1.54 -0.51 -0.80
H 1.15 -1.43 0.91
N 0.22 1.27 -0.52
S -0.64 -1.99 -0.27
S -2.97 -0.08 -0.13
*
```

---

How far above the most stable structure does each one sit? In eV: (P) 0.000; (Q) 3.752.

---

(P)
The following is a quantum chemistry calculation of 2 unconnected molecules or ions with the total composition C5H14S, from OMol25.

Its SMILES is CCC.CSC. The calculation puts the LUMO energy at 0.9 eV.

Geometry as ORCA input:
```
! wB97M-V def2-TZVPD RIJCOSX def2/J DEFGRID3
* xyz 0 1
C 0.09 1.89 -2.66
C 2.67 0.48 -2.64
S 0.89 0.17 -2.86
H -0.97 1.54 -2.35
H 0.42 2.35 -1.66
H 0.27 2.76 -3.31
H 3.14 -0.29 -3.25
H 3.05 0.26 -1.60
H 3.18 1.47 -3.02
C -1.06 -1.17 2.72
C -0.03 -1.45 1.53
C -2.33 -0.49 2.34
H -1.25 -2.17 3.11
H -0.57 -0.48 3.40
H -0.50 -0.62 0.85
H -0.06 -2.42 1.20
H -2.91 -1.08 1.58
H -2.94 -0.28 3.25
H 0.98 -1.04 1.51
H -2.06 0.56 1.85
*
```

---

(Q)
The following is a quantum chemistry calculation of 2 unconnected molecules or ions with the total composition C5H14S, from OMol25.

Its SMILES is CCSC.CC. The calculation puts the LUMO energy at 1.0 eV.

Geometry as ORCA input:
```
! wB97M-V def2-TZVPD RIJCOSX def2/J DEFGRID3
* xyz 0 1
C 2.81 -0.19 -1.16
C 2.31 -0.83 0.13
C 0.23 1.15 -1.51
S 1.67 0.47 -2.39
H 3.67 0.46 -0.97
H 3.31 -0.96 -1.76
H 1.36 -0.41 0.45
H 3.00 -0.58 0.93
H 0.17 2.20 -1.78
H -0.66 0.63 -1.85
H 0.29 0.92 -0.45
H 2.28 -1.90 -0.02
C -3.02 -0.66 1.03
C -1.99 0.35 1.55
H -3.69 -0.20 0.30
H -2.64 -1.55 0.54
H -3.76 -0.84 1.82
H -2.27 1.31 1.11
H -0.93 0.15 1.42
H -2.16 0.50 2.62
*
```

---

How far above the most stable structure does each one sit? In eV: (P) 1.174; (Q) 0.000.

---

(P)
The following is a quantum chemistry calculation of 3 unconnected molecules or ions with the total composition C2H13N2O2, from OMol25.

The calculation puts the LUMO energy at -3.0 eV.

Geometry as ORCA input:
```
! wB97M-V def2-TZVPD RIJCOSX def2/J DEFGRID3
* xyz 1 1
C -1.56 -0.46 0.72
N -0.19 -0.84 1.01
C -1.47 0.90 0.02
N -0.32 0.81 -0.95
H -2.07 -1.18 0.08
H -2.16 -0.31 1.61
H 0.24 -1.55 0.44
H -0.01 -0.94 1.99
H -2.40 1.16 -0.50
H -1.21 1.70 0.70
H -0.03 1.72 -1.28
H -0.27 0.14 -1.72
H 0.38 0.38 -0.26
H 0.64 -2.77 -1.46
H 1.84 -2.25 -2.20
O 1.24 -2.01 -1.47
H 3.02 1.91 0.55
H 1.96 2.16 1.62
O 2.37 1.45 1.10
*
```

---

(Q)
The following is a quantum chemistry calculation of 3 unconnected molecules or ions with the total composition C2H13N2O2, from OMol25.

The calculation puts the LUMO energy at -2.8 eV.

Geometry as ORCA input:
```
! wB97M-V def2-TZVPD RIJCOSX def2/J DEFGRID3
* xyz 1 1
C 1.14 1.77 0.10
N 1.79 0.88 -0.98
C -0.22 1.07 0.47
N -0.17 -0.39 0.14
H 1.82 1.71 0.96
H 1.05 2.76 -0.36
H 2.70 0.71 -0.55
H 2.02 1.46 -1.78
H -0.65 1.31 1.47
H -1.00 1.39 -0.24
H -1.04 -0.73 -0.26
H 0.01 -0.76 1.08
H 0.61 -0.79 -0.38
H 0.14 -3.13 1.93
H 1.44 -3.34 1.11
O 0.73 -2.72 1.30
H -4.02 -0.69 -0.96
H -3.28 0.06 -1.88
O -3.08 -0.58 -1.17
*
```

---

How far above the most stable structure does each one sit? In eV: (P) 0.000; (Q) 0.353.

---

(P)
The following is a quantum chemistry calculation of a gas-phase ion, C10H15N2O (charge +1), from OMol25.

Its SMILES is C[N@H+]1CCC[C@@H]1[C@]12C=NC=C[C@H]1O2. The calculation puts the LUMO energy at -3.4 eV.

Geometry as ORCA input:
```
! wB97M-V def2-TZVPD RIJCOSX def2/J DEFGRID3
* xyz 1 1
C 1.96 1.05 -2.43
C 2.83 1.68 -1.62
C 1.92 0.59 0.24
C -1.43 -1.42 2.19
C -0.13 -1.73 1.37
C -2.01 -0.22 1.59
C 1.23 -0.09 -1.99
C -0.22 -0.87 0.08
C 1.15 -0.36 -0.49
C -1.61 0.91 -0.63
N 2.70 1.48 -0.27
N -1.03 0.28 0.55
O 1.79 -1.17 -1.37
H 1.99 1.51 -3.43
H 3.68 2.36 -1.73
H 1.93 0.62 1.32
H -2.18 -2.16 2.20
H -1.22 -1.27 3.21
H 0.65 -1.35 2.00
H -0.24 -2.86 1.15
H -3.12 -0.26 1.07
H -2.21 0.61 2.30
H 0.32 -0.41 -2.69
H -0.73 -1.42 -0.70
H -2.38 0.29 -1.02
H -2.15 1.93 -0.45
H -1.06 1.33 -1.56
H -0.43 0.93 1.11
*
```

---

(Q)
The following is a quantum chemistry calculation of 2 unconnected molecules or ions with the total composition C10H15N2O, from OMol25.

The calculation puts the LUMO energy at -5.1 eV.

Geometry as ORCA input:
```
! wB97M-V def2-TZVPD RIJCOSX def2/J DEFGRID3
* xyz 1 1
C 0.53 -2.36 0.09
N -0.79 -1.98 0.61
C -1.86 -2.84 0.07
N -0.75 -2.28 2.00
C -1.01 -1.33 2.92
O -1.26 -0.16 2.65
H 0.58 -2.16 -0.98
H 1.29 -1.74 0.60
H 0.76 -3.42 0.27
H -1.96 -2.68 -1.01
H -1.65 -3.92 0.24
H -2.81 -2.58 0.55
H -0.65 -3.25 2.25
H -0.96 -1.77 3.94
C -0.26 1.42 -0.13
C -0.62 1.63 -1.45
C 0.10 2.25 -2.46
C 1.34 2.90 -2.40
C 2.11 3.15 -1.27
C 1.84 2.79 0.05
C 0.78 2.04 0.56
H -0.91 0.78 0.47
H -1.59 1.21 -1.76
H -0.37 2.25 -3.45
H 1.72 3.29 -3.35
H 3.04 3.71 -1.43
H 2.56 3.16 0.79
H 0.79 1.89 1.64
*
```

---

How far above the most stable structure does each one sit? In eV: (P) 2.092; (Q) 0.000.